Density functional theory data (the ωB97M-V functional and the def2-TZVPD basis) for a 2-piece molecular cluster, C3H10N3P overall in a non-equilibrium geometry.

## Properties
Kohn-Sham gap (alpha / beta) in eV: 7.041 / 7.106
Total charge: +2
Energy relative to the best compared isomer or geometry (same formula, charge and spin) in eV: 4.186
E_HOMO (alpha / beta) in eV: -17.328 / -17.336

```
17
Properties=species:S:1:pos:R:3:forces:R:3:nbo_charge:R:1
C -1.675 -0.496 0.165 1.337 -0.345 0.738 0.44
C 0.636 -0.098 -0.342 1.522 -1.605 1.905 0.36
C 1.565 -2.073 1.328 -0.295 2.305 -1.068 -0.01
N -2.785 -0.086 0.706 2.844 0.768 -1.404 -0.62
N -0.617 0.332 0.022 -0.871 1.474 -0.520 -0.63
N 1.478 0.756 -0.834 -4.711 0.546 -0.043 -0.73
P 0.993 2.438 -1.293 1.009 0.903 -1.779 0.45
H -1.450 -1.541 -0.071 -0.515 0.258 -0.059 0.26
H 1.055 -1.831 2.206 -1.117 -0.030 1.209 0.20
H 2.538 -1.705 1.285 1.786 0.246 -0.128 0.20
H 1.197 -2.582 0.513 -0.739 -1.738 -1.213 0.21
H -3.604 -0.601 0.597 -1.855 -0.927 0.196 0.46
H -2.758 0.913 0.728 -1.330 0.780 0.714 0.42
H -0.690 1.379 0.195 -0.347 -1.382 -0.145 0.44
H 2.377 0.497 -0.678 3.611 -0.731 -0.248 0.44
H -0.223 2.117 -2.050 1.104 -0.174 0.292 0.01
H 1.963 2.581 -2.476 -1.432 -0.347 1.552 0.10
```
Positions in Å, forces in eV/Å.